Molecular formula: C5H12N4
Method: DFT, the ωB97M-V functional and the def2-TZVPD basis

Geometry as XYZ:
```
21
Properties=species:S:1:pos:R:3
N 1.063 -0.210 -2.046
N -1.462 -0.984 0.269
N -0.008 -0.997 -1.655
N -2.236 -0.598 -1.834
C 0.056 2.310 0.335
C -1.074 -0.567 -1.028
C 1.627 -0.773 2.417
C 1.159 0.266 1.523
C 0.460 0.991 0.829
H 0.713 3.082 0.736
H 2.170 -0.349 3.266
H -2.069 -0.314 -2.788
H 0.795 -1.346 2.830
H -2.105 -1.762 0.306
H -3.029 -0.129 -1.418
H 1.304 -0.462 -3.004
H 1.828 -0.437 -1.413
H -0.962 2.528 0.658
H -0.666 -1.112 0.876
H 0.141 2.325 -0.753
H 2.296 -1.461 1.895
```

Computed properties:
- Kohn-Sham gap (spin up / spin down): 7.8 / 7.8 eV
- SMILES: NN=C(N)N.CC#CC
- Relative energy (zero: lowest compared OMol25 entry of this formula, charge and spin): 116.2 kcal per mole
- LUMO (spin up / spin down): 0.625 / 0.625 eV

natural (NBO) population analysis, charges in e, atoms 1 to 2:
1 N -0.652
2 N -0.850

Molecular formula: C28H31IIrN6O8S3
Method: DFT, the ωB97M-V functional and the def2-TZVPD basis

Geometry as XYZ:
```
78
Properties=species:S:1:pos:R:3
Ir -0.359 -0.116 -0.422
I -4.952 0.503 3.651
S -4.804 1.861 -1.670
S 2.918 6.765 0.841
S -2.816 -0.215 -1.349
O 1.266 -2.007 -3.987
O -0.995 -1.861 1.125
O -0.030 -0.743 -2.676
O -2.220 2.169 -2.134
O 3.624 -1.824 -0.075
O 1.710 7.238 1.489
O 3.305 7.459 -0.371
O 3.991 6.355 1.718
N 1.437 -1.412 -0.576
N 1.061 0.122 1.549
N -2.446 -3.662 0.905
N -3.426 -4.231 1.682
N -1.603 1.304 1.064
N 0.952 1.657 -1.591
C -3.287 1.413 2.733
C -4.586 -3.829 3.834
C 2.746 2.932 -0.539
C -3.562 -3.505 2.810
C -2.804 2.629 3.185
C -2.660 0.783 1.672
C 2.572 -1.242 0.130
C 0.816 -1.609 -2.941
C 2.343 5.181 0.110
C -1.744 -4.232 -2.670
C -2.559 3.462 -2.614
C -1.995 -4.276 -0.289
C -2.168 -3.624 -1.502
C 1.450 2.854 -1.054
C -2.652 -2.480 2.779
C -4.237 -5.321 1.231
C -1.927 -2.562 1.556
C 1.081 5.159 -0.432
C -1.140 2.479 1.481
C 2.448 -0.220 1.269
C -3.220 1.374 -1.756
C 3.195 4.105 0.048
C -1.163 -5.488 -2.634
C -1.385 -5.527 -0.244
C 0.628 3.983 -1.003
C 1.418 -2.343 -1.617
C -1.708 3.176 2.536
C -0.983 -6.133 -1.421
H -1.224 -6.012 0.708
H 0.592 -0.670 1.986
H 0.481 6.052 -0.395
H 0.675 -3.132 -1.461
H -3.403 3.401 -3.303
H -0.521 -7.109 -1.387
H -1.687 3.842 -3.144
H -3.027 -0.155 1.290
H -2.626 -2.651 -1.529
H -4.552 -4.882 4.109
H 0.233 1.811 -2.292
H -1.309 4.130 2.846
H -2.476 -1.756 3.544
H -0.289 2.871 0.944
H -2.831 4.120 -1.784
H 1.010 0.922 2.171
H 2.969 -0.634 2.144
H -1.875 -3.724 -3.611
H 1.676 1.054 -1.967
H 2.403 -2.766 -1.842
H -0.356 3.931 -1.434
H 2.983 0.681 0.958
H -5.584 -3.604 3.455
H 4.190 4.201 0.452
H 3.415 2.090 -0.633
H -5.214 -5.252 1.703
H -3.788 -6.288 1.479
H -3.273 3.150 4.006
H -4.351 -5.267 0.149
H -4.423 -3.230 4.724
H -0.842 -5.956 -3.551
```

Computed properties:
- Kohn-Sham gap (spin up / spin down): 4.3 / 5.0 eV
- Multiplicity: 2
- Relative energy (zero: lowest compared OMol25 entry of this formula, charge and spin): 116.1 kcal per mole
- LUMO (spin up / spin down): -3.558 / -2.846 eV

Mulliken population analysis, charges in e, atoms 1 to 2:
1 Ir 3.402
2 I 0.119

Molecular formula: C8H10F5NOReTe
Method: DFT, the ωB97M-V functional and the def2-TZVPD basis

Geometry as XYZ:
```
27
Properties=species:S:1:pos:R:3
Re -0.448 -0.093 -0.290
Te -0.268 0.240 3.327
F 1.339 -0.514 3.985
F -1.814 1.162 2.718
F 0.732 1.757 2.789
F -0.521 1.051 5.020
F -1.319 -1.210 3.952
O 0.000 -0.578 1.564
N -2.502 -0.153 -0.448
C -0.903 2.174 -0.051
C 1.591 -2.740 -1.405
C 1.876 -1.610 -0.577
C 0.521 2.081 -0.132
C 0.889 1.419 -1.376
C -0.341 1.101 -2.101
C 0.567 -3.335 -2.346
C -1.463 1.581 -1.274
H -2.495 1.659 -1.544
H -0.382 0.670 -3.067
H 1.889 1.327 -1.712
H 1.003 -4.040 -2.952
H 2.017 -1.536 0.499
H -1.433 2.689 0.713
H 2.461 -0.751 -1.028
H -0.534 -3.361 -2.463
H -2.303 -1.256 -1.146
H 1.197 2.537 0.541
```

Computed properties:
- Kohn-Sham gap (spin up / spin down): 5.2 / 5.8 eV
- Multiplicity: 4
- Relative energy (zero: lowest compared OMol25 entry of this formula, charge and spin): 92.6 kcal per mole
- LUMO (spin up / spin down): -2.121 / -2.038 eV

Mulliken population analysis, charges in e, atoms 1 to 2:
1 Re 1.189
2 Te 2.028

Molecular formula: C5H20FN2O12V
Method: DFT, the ωB97M-V functional and the def2-TZVPD basis

Geometry as XYZ:
```
41
Properties=species:S:1:pos:R:3
V 0.046 0.641 -0.507
F 0.124 0.465 -2.691
O -2.209 0.222 -0.486
O 3.856 2.723 -1.147
O 3.345 -1.326 1.245
O -1.020 4.921 -1.041
O 3.035 1.398 -2.599
O 0.686 3.877 -1.832
O -1.146 -2.424 -1.981
O 0.603 -0.817 -0.197
O -0.181 0.899 1.674
O 2.140 1.578 -0.772
O -1.639 -2.253 1.026
O -0.557 2.915 -0.465
N -0.311 3.908 -1.103
N 3.021 1.909 -1.513
C 4.496 -0.662 1.696
C -1.349 -2.432 -3.357
C 1.062 1.281 2.184
C -2.778 -2.633 1.783
C -3.110 1.067 0.205
H 4.543 -0.863 2.766
H -1.973 -2.597 -1.525
H -3.543 -1.855 1.784
H 3.417 -1.455 0.297
H 4.481 0.390 1.412
H 1.235 1.026 3.230
H -1.041 -3.000 1.108
H -2.684 -0.563 -0.766
H -0.814 1.042 2.381
H -0.405 -2.176 -3.838
H -2.659 -2.841 2.846
H -3.217 -3.547 1.383
H 1.983 0.982 1.684
H -3.734 0.570 0.947
H -1.664 -3.419 -3.696
H -2.048 -1.688 -3.739
H -2.701 1.992 0.610
H 1.152 2.367 2.215
H -3.871 1.409 -0.497
H 5.431 -1.031 1.275
```

Computed properties:
- Kohn-Sham gap (spin up / spin down): 6.7 / 6.7 eV
- Total charge: -1
- Multiplicity: 2
- Relative energy (zero: lowest compared OMol25 entry of this formula, charge and spin): 51.5 kcal per mole
- LUMO (spin up / spin down): 1.904 / 1.905 eV

natural (NBO) population analysis, charges in e, atoms 1 to 2:
1 V 1.656
2 F -0.707

Molecular formula: C4H11NO2
Method: DFT, the ωB97M-V functional and the def2-TZVPD basis

Geometry as XYZ:
```
18
Properties=species:S:1:pos:R:3
O 0.724 0.996 0.884
O 3.109 -0.233 -0.031
N -1.063 0.908 -0.569
C -0.072 -1.456 -0.576
C -1.295 -0.537 -0.456
C -0.042 1.524 0.113
C -2.073 -0.832 0.815
H -1.920 -0.821 -1.305
H -1.374 -0.869 1.656
H -2.798 -0.034 0.984
H -2.582 -1.792 0.760
H -1.057 1.211 -1.535
H 0.596 -1.236 -1.404
H -0.415 -2.484 -0.609
H 0.023 2.606 -0.081
H 0.526 -1.343 0.328
H 3.630 0.253 -0.683
H 2.730 0.465 0.522
```

Computed properties:
- Kohn-Sham gap: 10.7 eV
- SMILES: CC(C)NC=O.O
- Relative energy (zero: lowest compared OMol25 entry of this formula, charge and spin): 14.6 kcal per mole
- LUMO: 0.752 eV

natural (NBO) population analysis, charges in e, atoms 1 to 2:
1 O -0.617
2 O -0.948

Molecular formula: C6H11Cl6NO
Method: DFT, the ωB97M-V functional and the def2-TZVPD basis

Geometry as XYZ:
```
25
Properties=species:S:1:pos:R:3
Cl 0.244 -2.889 4.387
Cl 2.687 -2.342 2.970
Cl 0.190 -2.513 1.499
Cl 2.466 3.429 0.227
Cl 1.321 -4.894 2.619
Cl 2.766 0.341 -0.409
O -4.079 0.357 -1.204
N -1.911 0.290 -1.891
C 1.126 -3.122 2.875
C 2.122 0.834 1.151
C -0.989 0.465 -3.014
C -3.234 0.524 -2.055
C 1.514 2.251 1.175
C -1.325 -0.115 -0.643
H 1.504 2.641 2.189
H -1.470 0.819 -3.916
H -2.044 -0.081 0.167
H -3.432 0.857 -3.085
H 0.492 2.245 0.805
H 1.277 0.161 1.287
H -0.919 -1.129 -0.748
H -0.450 0.508 -0.429
H -0.182 1.117 -2.674
H 2.855 0.753 1.944
H -0.527 -0.506 -3.226
```

Computed properties:
- Kohn-Sham gap: 9.5 eV
- SMILES: ClC(Cl)(Cl)Cl.CN(C)C=O.ClCCCl
- LUMO: 0.048 eV

natural (NBO) population analysis, charges in e, atoms 1 to 2:
1 Cl 0.063
2 Cl 0.074